[1]
DFT (ωB97M-V/def2-TZVPD) results for C18H43F6NO6S2Si2W as an isolated structure in a non-equilibrium geometry.

XYZ file:
```
79
Properties=species:S:1:pos:R:3:forces:R:3:mulliken_charge:R:1
W -0.754357 -1.610087 1.327693 -2.94 3.18 -0.66 1.813
S -0.025834 -3.523419 3.227413 0.17 -0.33 -2.07 0.820
S -2.530607 -3.839808 1.594116 -1.34 -3.24 -1.97 1.004
Si 0.047610 -2.703471 -2.187267 0.69 -2.60 -2.68 0.270
Si -0.134148 1.165635 3.407474 2.16 2.08 2.53 0.595
F 2.130774 -3.503300 4.805309 -2.47 -0.34 -0.63 -0.078
F -4.956222 -3.003870 2.550121 1.37 -1.28 -1.07 -0.129
F -4.923620 -3.901241 0.526325 1.38 0.07 1.83 -0.125
F 0.778550 -5.146946 5.359146 -0.42 2.50 -1.53 -0.070
F 0.309676 -3.076046 5.960997 0.33 -1.07 -2.36 -0.096
F -4.769479 -5.201299 2.297474 1.36 2.29 -0.79 -0.107
O -2.152910 -4.986980 0.794795 0.02 2.18 2.05 -0.429
O 0.689611 -4.253320 2.181646 -1.55 1.29 1.83 -0.361
O 1.615438 1.786289 -2.334539 -0.11 -0.84 0.78 -0.218
O 0.208925 -1.956506 3.144912 0.11 -1.01 -2.25 -0.711
O -2.498986 -2.472109 0.794498 2.35 1.36 0.12 -0.477
O -0.343071 2.077236 -0.947333 -0.08 -0.25 -0.08 0.017
N -1.758739 -3.265289 2.886624 2.88 0.17 -0.01 -0.410
C 1.676201 0.930517 2.936496 -0.19 -0.32 -0.31 -1.036
C -1.318453 0.247455 2.148167 -1.20 -3.09 -2.05 -0.611
C 1.466919 1.473362 -3.759578 0.21 0.07 0.15 -0.020
C -0.502298 0.441233 5.094931 -0.59 -0.69 -0.59 -0.914
C -0.262763 -1.197743 -0.834666 0.21 -0.68 3.51 -0.224
C -4.450885 -3.991847 1.788146 -3.65 -0.86 0.48 0.608
C 0.098055 3.324774 -0.212818 -0.41 -0.31 -0.26 0.124
C 0.853934 -3.855169 5.013907 1.97 -1.30 4.50 0.695
C 0.320317 4.435051 -1.204145 -0.01 0.32 -0.04 -1.377
C 2.136532 2.557320 -4.579663 -0.02 -0.20 -0.21 -1.325
C -1.488423 2.202338 -1.933127 0.45 0.33 0.49 -0.380
C -0.660955 -4.407146 -1.795995 -0.25 0.26 0.90 -0.975
C -2.740352 2.565279 -1.176862 -0.12 0.02 -0.23 -1.264
C -0.466473 3.036709 3.521404 -0.71 -0.32 -0.96 -1.010
C 3.643377 2.889107 -1.555775 0.21 -0.06 0.09 -1.118
C 2.916739 1.569812 -1.642081 -0.57 -0.02 -0.73 -0.135
C 1.892954 -2.979463 -2.510562 0.02 0.69 0.95 -0.951
C -0.771864 -2.199332 -3.824884 -0.29 1.11 0.63 -0.993
H -0.214599 -1.401447 -4.336363 -0.18 -0.11 0.15 0.275
H 3.068739 3.626060 -0.972797 0.24 -0.23 -0.25 0.212
H 3.464356 0.798384 -2.211366 -0.15 0.35 0.24 0.411
H -0.313534 -0.641443 5.080646 -0.12 0.31 0.38 0.065
H 1.810740 3.558363 -4.247034 0.15 -0.44 -0.19 0.291
H 1.843502 2.424181 -5.626888 0.17 0.12 0.12 0.445
H -1.524765 1.207369 -2.414479 -0.02 0.53 0.20 0.349
H 1.015536 3.001254 0.312099 -0.41 0.12 -0.30 0.171
H -3.541656 2.646834 -1.921084 -0.01 0.03 0.26 0.453
H 0.805397 5.261686 -0.670188 -0.12 -0.04 -0.24 0.505
H -0.746489 -5.009612 -2.725852 0.14 0.60 0.36 0.435
H -2.212706 -0.152061 2.716067 0.54 0.02 0.09 0.559
H -0.864160 -3.031859 -4.540820 0.23 -0.04 0.58 0.408
H 1.883307 0.462088 -3.931052 -0.13 0.47 -0.03 0.191
H 2.147732 1.895670 2.686144 -0.24 -0.36 0.05 0.418
H 0.564568 -0.536941 -1.084023 0.80 -0.12 0.45 0.118
H 0.981797 4.102369 -2.023695 -0.29 0.28 0.45 0.162
H 0.004080 3.619372 2.715638 -0.14 -0.25 0.23 0.292
H -0.004228 -4.967236 -1.107817 -0.28 0.15 -0.18 0.329
H 3.837710 3.277463 -2.564563 -0.01 -0.01 0.45 0.283
H 0.111549 0.896432 5.885771 0.02 0.03 -0.39 0.385
H -1.559249 0.616295 5.342409 0.23 -0.10 0.09 0.364
H -1.186265 2.968116 -2.664366 -0.23 -0.39 0.19 0.473
H -2.656860 3.544902 -0.671987 -0.08 -0.51 -0.22 0.324
H -1.789614 -1.838882 -3.619741 0.07 -0.01 -0.31 0.376
H 1.825726 0.250369 2.082355 0.26 0.09 0.08 0.225
H 4.601638 2.724381 -1.053897 -0.06 0.15 -0.08 0.486
H -1.547984 3.235584 3.501693 0.24 0.16 0.10 0.399
H -0.077074 3.431216 4.473909 -0.01 -0.48 -0.12 0.387
H 2.086214 -3.511602 -3.459063 -0.49 0.21 0.28 0.366
H -1.099421 -0.677368 -1.294952 -1.11 -0.16 0.44 0.117
H 2.329198 -3.586648 -1.701635 0.01 0.22 -0.24 0.359
H 0.376065 1.440985 -3.929082 0.45 0.02 0.04 0.276
H 0.538309 1.830146 -1.559729 0.36 0.19 -0.36 0.267
H -1.730498 1.043228 1.509014 0.33 -0.13 -0.39 0.050
H -0.631915 4.803559 -1.623339 0.46 -0.03 0.23 0.324
H 2.211703 0.506245 3.800994 -0.13 0.08 -0.29 0.452
H 2.425596 -2.018227 -2.552559 0.11 -0.29 -0.05 0.268
H -3.022043 1.771165 -0.464110 0.06 0.35 -0.18 0.216
H 3.231000 2.472508 -4.513347 -0.38 0.13 -0.11 0.354
H -0.700285 3.517082 0.516953 0.33 0.07 -0.24 0.425
H -1.665155 -4.348505 -1.348727 0.26 -0.23 -0.35 0.289
H 2.648864 1.160798 -0.651436 0.14 0.12 -0.30 0.040
```
Positions in Å, forces in eV/Å.

Computed properties:
**Net charge**: +4
**Strongest force on any atom**: 5.1 eV/A
**M**: 787.7 g mol⁻¹
**Frontier orbital gap (spin up / spin down)**: 4.3 / 4.3 eV
**Electronic energy**: -88642.4741 eV


[2]
DFT (ωB97M-V/def2-TZVPD) results for a 3-piece molecular cluster, C18H43IN5O4S overall in a non-equilibrium geometry.

XYZ file:
```
72
Properties=species:S:1:pos:R:3:forces:R:3:mulliken_charge:R:1
I 3.949030 -2.547282 -1.598695 -0.86 -0.28 -0.14 0.087
S 4.129232 -1.943985 4.588175 0.47 -0.20 -1.07 -0.292
O -3.185727 0.401375 -2.812761 0.29 0.45 -0.08 -0.366
O 0.353952 4.061804 -1.907387 0.53 -0.50 -0.13 -0.224
O -1.798909 -1.463265 1.220339 -1.22 -0.51 0.53 -0.491
O -0.285695 -3.678375 -0.525564 0.35 2.23 -1.74 -0.286
N 1.508145 -2.373296 2.432249 0.07 -0.75 -2.61 0.209
N 2.300535 -3.855554 0.487090 -2.92 2.07 0.80 0.201
N -3.042238 1.516199 -0.149812 0.22 -0.37 -0.08 -0.655
N 1.076577 -1.753366 -0.013702 0.41 -2.46 1.19 0.005
N 1.458188 3.266105 0.642563 -0.28 -0.21 -0.19 -0.659
C -2.444889 1.600879 -2.569191 0.14 -0.14 0.27 -0.342
C -2.044010 -3.981510 1.921475 -0.59 -0.44 -0.03 -0.870
C -4.201412 3.165139 -1.525561 -0.04 0.31 0.04 -1.550
C 3.270598 4.341786 -0.587659 0.34 -0.03 0.02 -1.525
C 2.135021 -3.705805 -1.008045 -0.56 0.49 -0.07 -0.705
C 1.404570 3.092681 -1.844289 -0.26 -0.04 0.19 -0.345
C -2.899298 2.393156 -1.321668 -0.29 -0.14 -0.17 0.511
C -1.642207 -3.123830 -0.657040 -2.12 0.57 0.70 -0.614
C -2.316837 -2.792333 0.822467 -0.50 0.10 -0.15 0.121
C 1.622262 -2.643920 1.086939 0.63 -0.34 -1.01 -0.283
C 0.772136 5.351295 -2.327832 -0.35 0.21 0.10 -0.775
C 2.029729 -5.207594 1.107500 -0.50 -0.51 1.31 -0.686
C -4.439464 0.606545 -3.445601 -0.10 -0.39 0.09 -0.752
C 3.360935 -0.493906 3.684302 -0.13 1.74 -0.29 -0.352
C 0.860491 -1.126822 3.003013 -0.67 2.46 0.43 -0.229
C 2.280796 3.178549 -0.573323 -0.26 0.47 -0.09 0.393
C 1.790146 -0.388287 4.173218 -0.43 -1.14 -0.91 -0.703
C 0.740053 -2.794224 -1.102268 2.40 -1.42 0.72 -0.048
H -2.139067 1.081723 0.045014 -0.12 0.10 0.00 0.181
H -3.499718 -2.666267 0.739206 2.58 -0.54 -0.32 0.489
H 0.785435 4.025429 0.501592 0.26 -0.15 0.12 0.369
H -4.203188 3.684805 -2.489648 -0.01 -0.07 0.11 0.352
H 1.571446 -0.980498 5.178408 0.80 1.49 -1.97 0.345
H 2.245141 -4.629649 -1.716762 -0.62 1.45 2.07 0.545
H 3.906083 0.491744 4.003025 -0.96 -1.97 -0.61 0.366
H -1.636029 -2.104492 -1.250308 -0.05 -2.17 1.06 0.289
H 1.077816 -5.082139 1.817160 1.87 -0.59 -1.76 0.170
H -4.412179 1.433526 -4.160755 0.02 0.03 0.10 0.327
H 2.910810 -5.520471 1.811071 -1.52 0.52 -1.58 0.298
H 1.083975 5.941276 -1.464577 0.18 0.11 -0.13 0.262
H -3.634152 0.728303 -0.428917 0.09 0.27 0.07 0.372
H -0.087568 5.858677 -2.775050 0.06 -0.18 0.03 0.256
H 1.850216 -6.008426 0.262007 0.31 1.74 1.90 0.287
H 3.462478 -0.570114 2.506888 -0.34 0.02 2.50 0.205
H 5.222905 -2.406167 3.798919 -1.46 1.02 0.63 0.175
H -4.702057 -0.308229 -3.984826 0.15 0.09 0.05 0.258
H 2.870892 2.255496 -0.520846 -0.11 -0.04 -0.06 0.328
H 4.044226 4.188880 0.172403 -0.17 0.00 -0.09 0.374
H -5.084357 2.525084 -1.480002 0.11 -0.04 -0.03 0.313
H 0.703030 -0.284422 2.172402 0.42 -2.41 1.49 -0.031
H -5.212775 0.773446 -2.694158 -0.12 0.18 -0.14 0.275
H 0.902444 2.116275 -1.840705 -0.08 0.14 0.04 -0.042
H 1.897826 -3.078102 3.126165 -0.39 1.24 -1.27 0.398
H -0.200553 -1.339435 3.447023 2.08 0.00 -1.02 0.257
H -4.319813 3.920060 -0.740928 0.05 -0.16 -0.10 0.390
H -3.031483 -4.147999 2.560950 2.20 0.39 -1.32 0.320
H 0.871656 2.432414 0.700739 0.10 0.13 0.04 0.152
H -1.825805 -4.995840 1.355976 -0.41 2.07 1.16 0.234
H 0.638342 -2.419868 -2.207299 -0.40 -0.31 2.42 0.365
H -2.511931 -0.896247 1.638071 1.03 -1.30 -0.76 0.291
H 1.394163 0.732837 4.247474 1.05 -2.55 -0.10 0.327
H 2.012397 3.121676 -2.755480 0.07 0.16 0.01 0.470
H 3.770169 4.420577 -1.559122 -0.07 0.01 0.11 0.344
H 1.663101 -0.946819 -0.320039 -0.42 -1.03 0.52 0.161
H -1.409267 1.276627 -2.402277 -0.15 -0.06 0.01 -0.101
H -2.373781 -3.923760 -1.155656 1.94 1.68 0.84 0.323
H 1.571943 5.305197 -3.072326 0.03 -0.04 0.09 0.343
H -1.166963 -3.773499 2.668671 -1.59 -0.18 -1.60 0.113
H 2.799379 5.301078 -0.366194 -0.06 -0.13 -0.04 0.309
H -2.118966 3.132042 -1.102290 0.04 -0.19 -0.10 0.273
H -2.427929 2.233113 -3.463929 -0.16 0.03 0.00 0.491
```
Positions in Å, forces in eV/Å.

Computed properties:
**Net charge**: +1
**Strongest force on any atom**: 3.7 eV/A
**M**: 552.5 g mol⁻¹
**Frontier orbital gap**: 7.9 eV
**Electronic energy**: -53927.0729 eV


[3]
DFT (ωB97M-V/def2-TZVPD) results for a 4-piece molecular cluster, C18H43NO4 overall in a non-equilibrium geometry.

XYZ file:
```
66
Properties=species:S:1:pos:R:3:forces:R:3:nbo_charge:R:1
O 6.459779 -2.385936 -0.132105 0.94 -0.33 -0.40 -0.711
O -0.638083 -1.566549 3.865219 -0.48 0.04 -0.39 -0.730
O -2.430494 1.592075 -4.747336 0.23 -0.39 0.97 -0.567
O -1.154022 1.939793 4.293447 -0.14 0.68 -0.07 -0.743
N -1.645012 0.961109 -3.736058 1.79 -0.06 -0.71 -0.246
C 0.544518 0.929544 -2.522007 0.41 1.21 1.03 -0.430
C -1.110429 2.964568 -2.360901 0.29 -1.28 -0.32 -0.637
C -0.518124 1.785648 -3.263292 -0.58 2.45 0.31 0.155
C -3.321647 0.161365 -2.014029 0.65 -1.30 -1.32 -0.644
C 0.033126 -0.159676 -1.617980 -1.87 -0.75 -0.88 -0.385
C -0.971069 -0.968555 -2.393690 -1.21 0.35 -0.05 -0.399
C 5.568586 -1.874710 0.827190 0.51 -0.66 -0.83 0.092
C -2.566236 2.279191 4.189593 1.71 0.40 -0.26 0.095
C -2.844555 2.737400 2.769311 0.24 0.12 -1.39 -0.644
C -3.379045 1.141115 4.705806 -0.73 -0.12 -0.17 -0.635
C -2.182078 -0.216787 -3.077324 0.03 0.04 -0.35 0.157
C 5.711564 -2.497028 2.190842 0.02 0.45 1.30 -0.629
C -2.679187 -1.221267 -4.202866 -0.06 0.89 0.99 -0.611
C 1.579699 -2.315880 3.365477 1.30 0.13 0.37 -0.669
C 0.201818 2.606894 -4.436373 -0.72 -0.59 0.53 -0.637
C 4.204506 -2.021230 0.220510 -2.29 0.20 1.57 -0.665
C 0.089783 -1.210532 1.487062 0.27 -1.22 0.77 -0.626
C 0.453054 -1.353856 2.977472 0.82 0.27 -0.13 0.097
H 1.829505 -2.224439 4.422518 -0.51 0.28 0.35 0.220
H 0.883121 3.373621 -4.067527 0.66 -0.73 0.59 0.222
H -3.848610 -0.770990 -1.811257 0.21 -0.19 0.70 0.205
H -0.513355 -2.430799 4.264111 -0.19 -0.02 0.04 0.473
H -0.445156 3.314692 -4.954590 -0.74 -0.66 -0.25 0.222
H -3.114034 0.907344 5.736933 -0.26 0.28 0.09 0.220
H 1.346890 0.708418 -3.225859 -0.10 -0.66 0.08 0.211
H -4.416110 1.453151 4.582321 -0.26 -0.34 0.45 0.213
H 5.375867 -3.488903 2.493503 -0.51 -0.08 -0.80 0.212
H -4.138447 0.769400 -2.402929 0.50 0.50 -0.32 0.224
H -0.345688 -1.412132 -3.168435 -0.59 -0.66 -0.22 0.201
H -2.867951 0.610646 -1.130632 -0.23 -0.11 0.04 0.205
H 2.562436 -2.075576 2.959800 -0.17 0.32 -0.62 0.221
H 5.969407 -2.338598 -0.956059 0.45 -0.13 -0.23 0.464
H 0.760424 -0.888319 -1.259899 0.40 0.48 0.02 0.213
H -0.343661 3.664637 -2.029146 0.06 -0.11 0.11 0.201
H -1.617388 2.499637 -1.515366 0.02 0.27 0.22 0.199
H -2.195185 3.509578 2.356796 0.85 0.05 0.83 0.223
H -0.503974 -0.304910 1.362905 -0.10 -0.30 -0.20 0.219
H -2.680588 3.152211 4.832137 -0.05 -0.06 0.26 0.170
H 5.177976 -1.728114 2.749554 -0.38 -0.42 0.78 0.203
H 5.851165 -0.850566 1.070887 -0.29 0.51 -0.62 0.159
H 3.886242 -3.038727 -0.006406 0.72 -0.33 -0.13 0.219
H 1.015105 -1.152634 0.913893 0.09 0.42 0.13 0.211
H -0.489333 0.266055 -0.761304 0.32 0.26 0.15 0.193
H 3.847535 -1.403640 -0.603662 0.83 0.32 -0.17 0.220
H -2.658276 1.925539 2.066263 -0.40 -0.34 -0.01 0.200
H -1.859173 1.437688 -5.503212 -0.28 0.08 -0.46 0.464
H -3.774002 3.243376 2.508100 -0.72 -0.68 0.65 0.215
H 1.525876 -3.396915 3.236790 -0.90 -0.04 -0.54 0.213
H -1.466794 -1.657806 -1.710106 0.24 -0.68 -0.29 0.206
H -3.522332 -0.778224 -4.732899 0.00 -0.17 -0.04 0.221
H -1.010900 0.991605 4.248048 -0.37 -0.25 -0.03 0.473
H 3.507009 -1.789804 1.025519 -0.36 0.31 0.06 0.213
H -1.870969 -1.435010 -4.902285 0.06 0.29 -0.01 0.208
H -0.378432 -2.119293 1.108879 -0.53 0.14 -0.05 0.207
H 0.989205 1.472844 -1.688236 0.57 1.39 -0.80 0.221
H 6.707402 -2.441859 2.630593 0.36 0.20 -0.60 0.225
H -3.248907 0.207269 4.158908 0.16 0.10 -0.38 0.213
H 0.679687 1.924230 -5.139011 0.17 0.17 -0.12 0.202
H -2.959737 -2.184864 -3.777575 -0.21 0.09 0.20 0.206
H 0.795430 -0.338629 3.177970 0.38 0.04 0.55 0.162
H -1.847730 3.512112 -2.948000 -0.03 -0.08 -0.01 0.218
```
Positions in Å, forces in eV/Å.

Computed properties:
**Strongest force on any atom**: 2.8 eV/A
**M**: 337.5 g mol⁻¹
**Frontier orbital gap**: 8.3 eV
**SMILES**: CC1(C)CCCC(C)(C)N1O.CC(C)O.CC(C)O.CC(C)O
**Electronic energy**: -29039.4390 eV